No. 1
{
  "formula": "C23H55BiN3OP4Se",
  "method": "ωB97M-V with the def2-TZVPD basis set",
  "charge": 3,
  "e_homo_ev": [-15.049, -15.018],
  "e_lumo_ev": [-10.6, -12.3],
  "e_tot_ev": -139574.839,
  "homo_lumo_gap_ev": [4.40, 2.70],
  "elements": ["Bi", "P", "P", "P", "H", "C", "C", "H", "C", "C", "C", "C", "C", "C", "C", "C", "C", "H", "H", "H", "H", "H", "H", "H", "H", "H", "H", "H", "H", "H", "H", "H", "H", "H", "H", "H", "H", "H", "H", "H", "H", "H", "H", "H", "H", "H", "C", "C", "C", "C", "C", "C", "Se", "H", "H", "H", "H", "H", "H", "C", "N", "C", "P", "O", "N", "C", "C", "N", "C", "C", "H", "H", "H", "H", "H", "H", "H", "H", "H", "H", "H", "H", "H", "H", "H", "H", "H", "H"],
  "coordinates": [[-0.53, 2.01, -1.68], [2.20, 1.66, -1.08], [0.64, -1.11, 1.49], [-1.03, 2.10, 1.11], [-4.48, 2.24, -4.09], [-3.86, 3.14, -3.94], [-2.63, 3.06, -3.36], [-2.36, 2.01, -3.09], [3.15, 0.90, -2.45], [3.27, 1.33, 0.36], [2.37, 3.47, -1.35], [-0.66, -2.16, 2.28], [1.83, -2.47, 1.14], [1.43, -0.47, 3.02], [-2.20, 3.46, 0.71], [0.25, 2.92, 2.15], [-2.03, 1.20, 2.37], [-4.26, 4.07, -4.37], [-1.95, 3.92, -3.33], [2.46, 0.52, -3.21], [3.75, 0.05, -2.09], [3.83, 1.62, -2.91], [3.36, 0.25, 0.54], [2.88, 1.82, 1.27], [4.29, 1.72, 0.20], [1.75, 3.76, -2.21], [3.42, 3.71, -1.55], [2.04, 4.03, -0.47], [-0.21, -2.81, 3.04], [-1.16, -2.77, 1.52], [-1.42, -1.51, 2.75], [1.97, -3.09, 2.03], [2.79, -2.04, 0.84], [1.47, -3.09, 0.30], [1.77, -1.32, 3.63], [0.72, 0.14, 3.60], [2.29, 0.16, 2.75], [-2.58, 3.89, 1.65], [-3.04, 3.06, 0.12], [-1.69, 4.23, 0.13], [-0.24, 3.60, 2.86], [0.95, 3.49, 1.52], [0.82, 2.17, 2.72], [-2.72, 1.90, 2.86], [-1.41, 0.75, 3.15], [-2.62, 0.41, 1.89], [-4.39, -0.16, -0.57], [-4.57, 0.76, -1.63], [-5.53, 1.78, -1.48], [-6.31, 1.89, -0.34], [-6.09, 1.01, 0.73], [-5.09, 0.03, 0.63], [-3.27, -1.75, -0.60], [-3.46, -2.04, -2.02], [-3.97, 0.70, -2.53], [-5.67, 2.49, -2.29], [-7.08, 2.67, -0.25], [-6.71, 1.04, 1.62], [-4.91, -0.63, 1.48], [3.78, -3.98, -1.48], [3.08, -3.58, -2.70], [3.95, -2.86, -3.63], [1.49, -3.08, -2.58], [1.15, -1.79, -1.89], [1.05, -2.99, -4.19], [-0.06, -2.13, -4.60], [1.31, -4.08, -5.12], [0.85, -4.39, -1.73], [-0.48, -4.26, -1.12], [1.19, -5.76, -2.11], [4.21, -3.11, -0.95], [4.62, -4.63, -1.78], [3.14, -4.57, -0.81], [3.38, -2.52, -4.51], [4.44, -2.00, -3.13], [4.73, -3.56, -3.96], [0.02, -1.96, -5.69], [-1.05, -2.56, -4.39], [0.00, -1.17, -4.09], [2.38, -4.24, -5.24], [0.84, -5.03, -4.84], [0.90, -3.79, -6.09], [-1.06, -3.44, -1.55], [-1.03, -5.20, -1.25], [-0.37, -4.08, -0.03], [0.48, -6.18, -2.84], [2.19, -5.81, -2.54], [1.17, -6.39, -1.21]],
  "lowdin_charge": [1.31, 0.68, 0.78, 0.67, 0.07, -0.01, -0.22, -0.11, -0.24, -0.23, -0.32, -0.30, -0.29, -0.30, -0.32, -0.22, -0.23, 0.09, 0.05, 0.04, 0.05, 0.07, 0.04, 0.03, 0.09, 0.02, 0.07, 0.04, 0.06, 0.00, 0.01, 0.07, 0.03, -0.01, 0.06, 0.02, 0.02, 0.07, 0.03, 0.04, 0.08, 0.04, 0.03, 0.08, 0.04, 0.01, -0.52, -0.09, -0.04, 0.01, -0.01, -0.12, 1.16, -0.06, 0.09, 0.10, 0.15, 0.13, 0.12, -0.10, -0.31, -0.10, 0.54, -0.36, -0.31, -0.11, -0.09, -0.31, -0.11, -0.11, 0.08, 0.10, 0.07, 0.08, 0.08, 0.10, 0.09, 0.08, 0.05, 0.08, 0.08, 0.09, 0.03, 0.10, 0.06, 0.09, 0.08, 0.10]
}

***

No. 2
{
  "formula": "C23H55N7O8S",
  "method": "ωB97M-V with the def2-TZVPD basis set",
  "charge": 0,
  "e_homo_ev": -9.185,
  "e_lumo_ev": -0.4,
  "e_tot_ev": -62387.676,
  "e_above_lowest_ev": 0.0000,
  "homo_lumo_gap_ev": 8.83,
  "elements": ["C", "C", "O", "N", "C", "H", "H", "H", "H", "H", "H", "H", "C", "C", "O", "N", "C", "H", "H", "H", "H", "H", "H", "H", "C", "C", "O", "N", "C", "H", "H", "H", "H", "H", "H", "H", "C", "C", "O", "N", "C", "H", "H", "H", "H", "H", "H", "H", "C", "C", "O", "N", "C", "H", "H", "H", "H", "H", "H", "H", "C", "C", "O", "N", "C", "H", "H", "H", "H", "H", "H", "H", "C", "C", "O", "N", "C", "H", "H", "H", "H", "H", "H", "H", "C", "S", "O", "C", "H", "H", "H", "H", "H", "H"],
  "coordinates": [[20.61, -7.35, 19.23], [19.46, -6.54, 18.89], [19.44, -5.85, 17.87], [18.41, -6.57, 19.64], [17.16, -5.87, 19.55], [20.40, -8.38, 19.54], [21.24, -6.98, 20.04], [21.31, -7.34, 18.39], [18.42, -7.37, 20.26], [17.16, -4.87, 19.11], [16.86, -5.80, 20.59], [16.37, -6.42, 19.03], [23.37, -10.44, 22.13], [22.40, -11.44, 22.28], [22.70, -12.41, 23.03], [21.17, -11.22, 21.75], [20.07, -12.20, 21.81], [22.95, -9.44, 22.25], [23.90, -10.51, 21.18], [24.00, -10.43, 23.01], [20.98, -10.23, 21.72], [20.32, -13.10, 21.24], [19.16, -11.82, 21.36], [19.92, -12.67, 22.79], [23.63, -5.38, 16.15], [24.12, -6.79, 16.58], [24.36, -7.67, 15.72], [24.27, -6.99, 17.85], [24.57, -8.31, 18.36], [24.36, -4.99, 15.43], [23.48, -4.66, 16.95], [22.74, -5.40, 15.52], [23.91, -6.28, 18.48], [24.87, -8.18, 19.40], [25.36, -8.78, 17.78], [23.65, -8.85, 18.57], [23.01, -8.16, 13.01], [22.06, -8.94, 14.00], [21.97, -10.14, 13.89], [21.26, -8.16, 14.73], [20.16, -8.77, 15.51], [22.87, -8.66, 12.05], [24.06, -8.31, 13.25], [22.91, -7.08, 12.90], [21.47, -7.17, 14.80], [19.34, -8.13, 15.21], [20.42, -8.67, 16.56], [19.80, -9.79, 15.34], [19.77, -14.85, 14.68], [20.58, -16.11, 14.42], [20.55, -16.55, 13.22], [21.40, -16.61, 15.42], [22.26, -17.77, 15.26], [20.23, -14.15, 13.99], [20.00, -14.58, 15.71], [18.68, -14.86, 14.56], [21.43, -16.23, 16.36], [21.89, -18.38, 14.44], [22.18, -18.38, 16.16], [23.31, -17.59, 15.02], [25.69, -18.84, 17.18], [26.12, -17.75, 16.28], [26.73, -17.89, 15.25], [26.01, -16.53, 16.78], [26.29, -15.26, 16.13], [26.54, -19.42, 17.55], [24.97, -19.41, 16.60], [25.26, -18.56, 18.15], [25.97, -16.52, 17.79], [25.25, -15.03, 15.89], [26.90, -15.24, 15.22], [26.69, -14.55, 16.85], [27.22, -11.19, 18.49], [28.37, -11.83, 19.22], [29.36, -12.37, 18.74], [28.18, -11.87, 20.56], [29.13, -12.47, 21.46], [26.55, -11.95, 18.10], [27.60, -10.61, 17.65], [26.68, -10.42, 19.04], [27.29, -11.51, 20.87], [28.71, -12.63, 22.45], [30.02, -11.84, 21.58], [29.35, -13.48, 21.13], [22.50, -12.46, 16.13], [22.79, -12.21, 17.93], [24.17, -11.50, 18.14], [21.46, -10.95, 18.15], [23.17, -13.30, 15.97], [22.71, -11.51, 15.63], [21.53, -12.80, 15.78], [20.63, -11.27, 17.53], [21.81, -9.95, 17.88], [21.23, -10.76, 19.20]],
  "lowdin_charge": [-0.01, -0.61, 0.04, 0.00, -0.06, 0.07, 0.09, 0.07, 0.14, 0.09, 0.08, 0.09, -0.03, -0.57, 0.03, 0.00, -0.07, 0.09, 0.09, 0.10, 0.12, 0.08, 0.08, 0.08, 0.01, -0.55, 0.02, 0.01, -0.06, 0.08, 0.07, 0.06, 0.14, 0.08, 0.09, 0.06, -0.01, -0.55, 0.02, 0.03, -0.04, 0.07, 0.06, 0.07, 0.12, 0.09, 0.05, 0.08, -0.01, -0.47, -0.01, 0.00, -0.08, 0.09, 0.05, 0.09, 0.12, 0.09, 0.08, 0.08, -0.01, -0.63, 0.07, -0.01, -0.04, 0.09, 0.08, 0.07, 0.13, 0.07, 0.09, 0.08, -0.01, -0.55, 0.04, -0.02, -0.09, 0.06, 0.09, 0.06, 0.12, 0.08, 0.09, 0.09, -0.23, 0.86, -0.58, -0.26, 0.03, 0.04, 0.04, 0.05, 0.02, 0.01]
}